No. 1
{
  "formula": "C45H56BN7O6S4V",
  "method": "ωB97M-V/def2-TZVPD",
  "homo_lumo_gap_ev": [5.2, 5.5],
  "homo_energy_ev": [-1.39, -1.75],
  "max_force_ev_per_a": 0.814,
  "charge": -2,
  "s_squared": 3.764,
  "spin_multiplicity": 4,
  "e_above_lowest_kj_mol": 97.8,
  "e_lumo_ev": [3.792, 3.792],
  "species": ["V", "C", "C", "C", "C", "C", "H", "H", "H", "H", "H", "C", "C", "C", "C", "C", "C", "C", "S", "O", "O", "N", "C", "C", "C", "C", "C", "N", "H", "H", "H", "H", "H", "H", "H", "H", "H", "H", "H", "C", "C", "C", "C", "N", "C", "S", "N", "C", "C", "C", "C", "H", "H", "H", "H", "H", "H", "H", "H", "H", "H", "H", "H", "H", "H", "H", "H", "H", "H", "H", "H", "C", "C", "C", "C", "C", "C", "C", "C", "O", "B", "O", "C", "C", "H", "H", "H", "H", "H", "H", "H", "H", "H", "H", "H", "H", "N", "C", "C", "C", "C", "C", "C", "S", "O", "O", "N", "C", "S", "C", "C", "N", "H", "H", "H", "H", "H", "H", "H", "H"],
  "coordinates": [[-0.58172, 0.26138, 0.33888], [2.03227, -1.92266, 0.44456], [2.87000, -1.59687, 1.51391], [3.05912, -0.19630, 1.52083], [2.33885, 0.34579, 0.44897], [1.68073, -0.72395, -0.22084], [1.67384, -2.90573, 0.17504], [3.24695, -2.28973, 2.25651], [3.58916, 0.37038, 2.27629], [2.24060, 1.39910, 0.22359], [1.20537, -0.69307, -1.18841], [2.51686, 7.31207, -2.44875], [1.73344, 6.36900, -1.57272], [0.40269, 6.64379, -1.25470], [-0.33420, 5.77561, -0.46832], [0.25411, 4.61270, 0.00998], [1.57081, 4.32350, -0.29307], [2.30515, 5.20382, -1.07988], [-0.69658, 3.50760, 1.02957], [-1.06825, 4.25130, 2.22152], [0.20374, 2.37920, 1.31371], [-1.86663, 3.17919, 0.06590], [-2.85566, 2.33520, 0.53015], [-4.16738, 2.80593, 0.68255], [-5.15283, 1.94617, 1.11388], [-4.82715, 0.62308, 1.38750], [-3.52188, 0.21809, 1.19880], [-2.55317, 1.04303, 0.77484], [2.39151, 8.34778, -2.12673], [2.18358, 7.24967, -3.48793], [3.58159, 7.07713, -2.42653], [-0.05859, 7.55147, -1.63101], [-1.36863, 5.98086, -0.22497], [2.00603, 3.40796, 0.08506], [3.33768, 4.97078, -1.31838], [-4.36107, 3.84770, 0.46878], [-6.16918, 2.30220, 1.24344], [-5.56557, -0.09162, 1.72343], [-3.22463, -0.81122, 1.35498], [3.46964, 3.78117, -4.29862], [1.98430, 3.95031, -4.60244], [1.49895, 3.10361, -5.78038], [1.60107, 1.59048, -5.58231], [0.70222, 1.09122, -4.54839], [1.02805, 1.14679, -3.21564], [-0.05844, 1.78441, -2.12196], [2.26169, 0.69531, -2.88247], [2.83422, -0.50846, -3.50477], [4.30736, -0.37786, -3.89565], [5.29232, -0.78696, -2.80230], [5.18525, 0.04531, -1.52896], [3.80752, 4.52850, -3.57796], [4.07606, 3.88785, -5.20424], [3.67051, 2.80180, -3.86375], [1.77480, 4.99975, -4.83159], [1.39788, 3.71427, -3.71068], [2.06667, 3.36504, -6.68198], [0.45251, 3.34977, -5.98992], [2.61940, 1.30068, -5.33169], [1.35071, 1.08925, -6.52124], [-0.26253, 1.36059, -4.68093], [2.40299, 0.71906, -1.87389], [2.22958, -0.74587, -4.37718], [2.70615, -1.33118, -2.79363], [4.50704, 0.65578, -4.19733], [4.48633, -0.99977, -4.77952], [6.30655, -0.71892, -3.21185], [5.12616, -1.83974, -2.55294], [5.28696, 1.11270, -1.74792], [5.96621, -0.22977, -0.81784], [4.23439, -0.11528, -1.01250], [-6.64497, -4.89581, -2.35504], [-5.35818, -5.60636, -2.77838], [-5.44706, -5.90789, -4.28067], [-5.27393, -6.92738, -1.99727], [-4.11263, -4.76449, -2.49065], [-2.85253, -5.32457, -2.69902], [-1.67336, -4.64043, -2.39946], [-1.79064, -3.37220, -1.87816], [-0.82488, -2.52280, -1.44172], [-1.47839, -1.35951, -0.88328], [-2.88168, -1.56357, -1.14461], [-3.03617, -2.79454, -1.68461], [-4.20231, -3.46197, -1.98754], [-7.50280, -5.54436, -2.55316], [-6.79208, -3.96641, -2.90923], [-6.63177, -4.66080, -1.28925], [-6.31474, -6.54048, -4.49812], [-4.55037, -6.42413, -4.62749], [-5.54175, -4.98136, -4.85165], [-6.22568, -7.46586, -2.05425], [-5.04009, -6.73275, -0.94935], [-4.49603, -7.57951, -2.39793], [-2.77520, -6.33637, -3.08131], [-0.70247, -5.10115, -2.53731], [-5.14969, -2.98434, -1.78011], [2.78034, -7.12794, 1.88634], [1.55576, -6.42976, 1.97129], [0.72000, -6.59718, 3.07091], [-0.47840, -5.90189, 3.15089], [-0.85614, -5.05056, 2.12738], [-0.03242, -4.88739, 1.02024], [1.16313, -5.57728, 0.94183], [-2.35858, -4.09802, 2.23688], [-2.79016, -4.22563, 3.62035], [-3.25917, -4.60271, 1.22951], [-1.92119, -2.63703, 1.82651], [-1.15663, -1.88715, 2.64199], [-0.79312, -2.24310, 4.32788], [0.15346, -0.80212, 4.42992], [0.12952, -0.15291, 3.25239], [-0.59445, -0.75278, 2.24308], [3.17795, -7.31814, 2.79421], [3.45466, -6.64042, 1.31434], [1.02357, -7.25400, 3.87994], [-1.11868, -5.99210, 4.01865], [-0.31156, -4.18187, 0.24722], [1.82233, -5.41839, 0.09493], [0.67561, -0.52231, 5.32940], [0.63592, 0.77372, 3.03200]],
  "lowdin_spin": [2.79, 0.01, 0.00, 0.01, 0.00, 0.01, 0.00, 0.00, 0.00, 0.00, 0.00, 0.00, 0.00, 0.00, 0.00, 0.00, 0.00, 0.00, 0.00, 0.00, 0.02, 0.01, 0.02, 0.00, 0.01, 0.00, 0.02, 0.01, 0.00, 0.00, 0.00, 0.00, 0.00, 0.00, 0.00, 0.00, 0.00, 0.00, 0.00, 0.00, 0.00, 0.00, 0.00, 0.00, 0.00, 0.01, 0.00, 0.00, 0.00, 0.00, 0.00, 0.00, 0.00, 0.00, 0.00, 0.00, 0.00, 0.00, 0.00, 0.00, 0.00, 0.00, 0.00, 0.00, 0.00, 0.00, 0.00, 0.00, 0.00, 0.00, 0.00, 0.00, 0.00, 0.00, 0.00, 0.00, 0.00, 0.00, 0.00, 0.00, 0.03, 0.00, 0.00, 0.00, 0.00, 0.00, 0.00, 0.00, 0.00, 0.00, 0.00, 0.00, 0.00, 0.00, 0.00, 0.00, 0.00, 0.00, 0.00, 0.00, 0.00, 0.00, 0.00, 0.00, 0.00, 0.00, 0.01, 0.02, 0.00, 0.00, 0.01, 0.01, 0.00, 0.00, 0.00, 0.00, 0.00, 0.00, 0.00, 0.00]
}



No. 2
{
  "formula": "C45H57B2BrClF11NO5",
  "method": "ωB97M-V/def2-TZVPD",
  "homo_lumo_gap_ev": 7.3,
  "homo_energy_ev": -10.40,
  "max_force_ev_per_a": 5.167,
  "charge": 1,
  "e_above_lowest_kj_mol": 1374.9,
  "e_lumo_ev": -3.097,
  "species": ["C", "C", "O", "B", "O", "C", "C", "C", "F", "F", "C", "F", "F", "F", "N", "C", "C", "F", "C", "C", "C", "F", "C", "B", "O", "O", "C", "C", "Cl", "C", "C", "C", "Br", "C", "C", "C", "C", "O", "H", "H", "H", "H", "H", "H", "H", "H", "H", "H", "H", "H", "H", "H", "H", "H", "H", "H", "H", "H", "H", "H", "H", "H", "H", "H", "H", "H", "H", "H", "H", "H", "H", "H", "H", "H", "H", "F", "C", "C", "C", "C", "C", "C", "H", "H", "H", "H", "H", "F", "C", "C", "C", "C", "C", "C", "H", "H", "H", "H", "H", "F", "C", "C", "C", "C", "C", "C", "H", "H", "H", "H", "H", "F", "C", "C", "C", "C", "C", "C", "H", "H", "H", "H", "H"],
  "coordinates": [[6.35140, 0.42473, 2.22185], [5.10752, -0.67575, 2.06486], [4.00361, -0.14495, 1.26339], [3.52158, -1.07847, 0.23124], [4.50897, -1.80957, -0.64132], [1.94625, -1.32293, -0.11910], [0.80665, -0.11287, 0.11016], [1.16446, 1.33183, -0.57090], [2.33924, 2.05035, -0.02564], [-0.03452, 2.22934, -0.80022], [1.60428, 1.20781, -2.19264], [1.54504, 2.64190, -2.68414], [0.61553, 0.49778, -3.02600], [3.01403, 0.83562, -2.40501], [-0.02804, -0.27908, 1.41420], [1.01026, 0.12371, 2.47520], [0.48694, 0.42878, 3.98956], [1.25767, 1.60026, 4.55441], [-1.31468, 0.50822, 1.40550], [-1.51279, 1.98648, 1.93708], [-0.38676, 3.09834, 2.12494], [-0.93657, 4.42386, 1.64528], [-0.19534, -1.84954, 1.39965], [-1.54045, -2.44069, 0.57713], [-2.74684, -3.06362, 1.12355], [-1.68976, -2.29145, -0.92034], [-2.73375, -3.18546, -1.43303], [-0.34012, -2.58512, 2.87723], [-0.40541, -4.47115, 2.76279], [-1.59799, -2.18456, 3.82823], [-2.30351, -3.48694, 4.61818], [1.11671, -2.56312, 0.63824], [2.68123, -3.21956, 1.79667], [1.04905, -3.85933, -0.28968], [2.33728, -4.08185, -1.33872], [2.00255, -5.55064, -2.06878], [2.56279, -6.71083, -1.05345], [3.23018, -7.82484, -1.75882], [6.55528, 1.03384, 1.24404], [7.27863, -0.19367, 2.57801], [6.01983, 1.11682, 3.13507], [5.49496, -1.73687, 1.76476], [4.68365, -0.79581, 3.17497], [5.29280, -1.18320, -0.71669], [1.94900, -1.36652, -1.29123], [0.05161, -0.44858, -0.76119], [1.59074, 1.12433, 2.17652], [1.85597, -0.66185, 2.63746], [0.80220, -0.47826, 4.70189], [-0.66902, 0.52762, 4.12807], [-2.24080, -0.05926, 1.91232], [-1.62625, 0.52353, 0.24733], [-2.36277, 2.48583, 1.25285], [-2.05811, 1.94330, 3.00585], [0.63803, 2.98468, 1.59823], [-0.17073, 3.28899, 3.28350], [-3.46262, -2.39765, 1.36417], [-2.63409, -3.15372, -2.62297], [-2.59119, -4.32592, -1.15065], [-3.84469, -2.80042, -1.22506], [0.60085, -2.38481, 3.58757], [-1.32405, -1.47774, 4.75204], [-2.50974, -1.67270, 3.30791], [-1.55583, -4.06370, 5.30486], [-3.07604, -2.96434, 5.36604], [-2.95910, -4.14731, 3.91267], [1.12592, -4.82070, 0.41733], [0.16564, -4.06805, -1.00490], [3.36220, -4.22591, -0.81718], [2.33427, -3.29842, -2.22163], [0.84641, -5.65974, -2.32012], [2.67783, -5.57649, -3.04604], [1.63077, -7.16512, -0.46261], [3.29454, -6.31603, -0.21220], [2.62079, -8.61762, -1.59216], [-0.07434, -1.13567, -6.81523], [0.18838, 0.12199, -7.19458], [0.00888, 0.48723, -8.52425], [0.27739, 1.79793, -8.91864], [0.73334, 2.72687, -7.98004], [0.91519, 2.34925, -6.64878], [0.63593, 1.04156, -6.25256], [-0.33800, -0.25006, -9.24086], [0.13282, 2.09552, -9.95425], [0.94690, 3.74790, -8.28900], [1.27407, 3.07292, -5.92090], [0.76318, 0.73336, -5.22011], [-5.41552, -1.42763, 4.55269], [-6.07508, -1.43664, 5.71867], [-6.02980, -0.31479, 6.53907], [-6.72060, -0.32183, 7.75081], [-7.44078, -1.45598, 8.13400], [-7.47598, -2.57894, 7.30597], [-6.79433, -2.56740, 6.08931], [-5.45838, 0.55391, 6.22874], [-6.69790, 0.55309, 8.39576], [-7.97577, -1.46267, 9.08127], [-8.03380, -3.46200, 7.60822], [-6.81834, -3.42827, 5.42941], [-1.11592, 3.01301, -11.44953], [-2.11712, 3.76959, -10.98073], [-1.82868, 4.85339, -10.15863], [-2.87046, 5.64449, -9.67445], [-4.19125, 5.33603, -10.00933], [-4.47090, 4.24309, -10.83104], [-3.42822, 3.45900, -11.32405], [-0.79732, 5.07271, -9.90241], [-2.65493, 6.49866, -9.03737], [-5.00380, 5.95067, -9.62783], [-5.49994, 4.00252, -11.08697], [-3.62699, 2.61117, -11.97120], [6.08408, 3.35355, 4.47479], [5.08288, 4.11013, 4.94360], [5.37132, 5.19393, 5.76570], [4.32954, 5.98503, 6.24987], [3.00875, 5.67657, 5.91500], [2.72910, 4.58363, 5.09328], [3.77178, 3.79954, 4.60028], [6.40268, 5.41326, 6.02191], [4.54507, 6.83921, 6.88696], [2.19620, 6.29121, 6.29650], [1.70006, 4.34306, 4.83736], [3.57301, 2.95171, 3.95313]],
  "mulliken_charge": [-0.75, -0.38, -0.40, 1.35, -0.61, -1.42, -1.18, 0.73, -0.26, -0.36, 0.51, -0.28, -0.24, -0.18, 1.53, -0.15, -0.46, -0.29, 0.07, -1.06, 0.35, -0.42, -0.15, 1.04, -0.51, -0.44, -0.73, -0.26, -0.11, 0.05, -1.18, 0.26, -0.02, -0.32, -0.08, -0.53, -0.23, -0.53, 0.25, 0.33, 0.10, 0.28, 0.23, 0.30, 0.11, 0.65, 0.38, 0.03, 0.27, 0.11, -0.07, 0.42, 0.46, 0.41, 0.05, 0.02, 0.34, 0.23, 0.27, 0.25, 0.72, 0.19, -0.30, 0.36, 0.31, 0.28, 0.18, -0.12, 0.08, 0.23, 0.29, 0.34, 0.23, 0.10, 0.37, -0.31, 0.18, -0.51, -0.31, -0.59, -0.37, -0.22, 0.43, 0.48, 0.34, 0.39, 0.44, -0.25, 0.35, -0.43, -0.38, -0.48, -0.37, -0.32, 0.39, 0.36, 0.36, 0.36, 0.39, -0.33, 0.25, -0.10, -0.49, -0.42, -0.40, -0.42, 0.43, 0.35, 0.36, 0.35, 0.40, -0.25, 0.18, -0.53, -0.46, -0.64, -0.15, 0.05, 0.42, 0.36, 0.38, 0.26, 0.36]
}



- Which formula does entry 1 have?
  C45H56BN7O6S4V



- What is the formula in the second record?
  C45H57B2BrClF11NO5